Here is the ion C4H3NO4S2 with charge -2 from the OMol25 dataset. Energies are from the ωB97M-V functional and the def2-TZVPD basis.

Summary:
Highest occupied orbital energy ... -0.3864 eV
Frontier orbital gap ... 0.2051 hartree
Net charge ... -2
SMILES ... N[C@](C(=O)[O-])(C(=O)[S-])C(=O)S
Max |F| ... 2.61 eV Å⁻¹
Relative energy (zero: lowest compared OMol25 entry of this formula, charge and spin) ... 0.00 kcal per mole
LUMO ... 5.19 eV

Element x y z (Å)
C -0.17427 0.60126 1.57127
C 0.47911 -1.36132 0.34492
C 1.38652 0.89604 -0.73805
C 0.12446 0.03741 0.00583
N -1.08191 0.20273 -0.85964
O -1.31421 1.11911 1.55288
O 0.74794 0.62569 2.36794
O 1.46352 -1.76566 0.95289
O 2.49373 0.90453 -0.27350
S -0.77480 -2.57578 -0.24878
S 1.03206 1.63056 -2.18978
H -1.17248 1.21355 -1.17301
H -1.83523 0.17955 -0.24460
H -1.37443 -1.70768 -1.06838

Results of the Löwdin charge analysis, in e, for atoms 1 through 6: atom 1 (C): -0.652, atom 2 (C): -0.706, atom 3 (C): -0.964, atom 4 (C): -0.360, atom 5 (N): -0.076, atom 6 (O): -0.087

=====

Here is a structure of composition C4H3NOS from the OMol25 dataset. Energies are from the ωB97M-V functional and the def2-TZVPD basis.

Summary:
Highest occupied orbital energy ... -10.0203 eV
Frontier orbital gap ... 0.2872 hartree
Max |F| ... 7.64 eV Å⁻¹
Relative energy (zero: lowest compared OMol25 entry of this formula, charge and spin) ... 85.35 kcal per mole
LUMO ... -2.20 eV

Element x y z (Å)
C -1.19640 -0.09662 0.41294
C 0.01637 -0.73173 0.21196
C 0.91071 -0.12335 -0.73998
C 1.76516 1.00934 0.00152
H -1.11508 1.11162 0.16114
H -1.83896 -0.10039 1.40879
H -1.92693 -0.87014 -0.49975
N 2.11394 2.09919 0.44805
O 0.51791 -1.60172 0.95304
S 0.75328 -0.69620 -2.35771

Results of the Löwdin charge analysis, in e, for atoms 1 through 6: atom 1 (C): -0.051, atom 2 (C): -0.715, atom 3 (C): -0.605, atom 4 (C): -0.107, atom 5 (H): 0.151, atom 6 (H): 0.126

=====

Here is the molecule C4H3NOS from the OMol25 dataset. Energies are from the ωB97M-V functional and the def2-TZVPD basis.

Summary:
Highest occupied orbital energy ... -8.7804 eV
Frontier orbital gap ... 0.3473 hartree
Max |F| ... 3.99 eV Å⁻¹
Relative energy (zero: lowest compared OMol25 entry of this formula, charge and spin) ... 95.45 kcal per mole
LUMO ... 0.67 eV

Element x y z (Å)
C 1.13642 0.28859 0.64657
C 0.53216 -0.24579 -0.69866
C 0.94790 -1.00819 0.54674
C -0.79327 0.12206 -0.97985
N -1.59053 0.84284 -1.52210
O -1.86147 0.85975 1.30719
S -2.22482 0.04085 0.12224
H 1.43426 1.24689 1.17845
H 1.21485 -0.21149 -1.51811
H 1.20450 -1.93552 0.91753

Results of the Löwdin charge analysis, in e, for atoms 1 through 6: atom 1 (C): 0.050, atom 2 (C): -0.243, atom 3 (C): 0.011, atom 4 (C): -0.568, atom 5 (N): 0.040, atom 6 (O): -0.575

=====

Here is the molecule C4H3NOS2 from the OMol25 dataset. Energies are from the ωB97M-V functional and the def2-TZVPD basis.

Summary:
Highest occupied orbital energy ... -7.5762 eV
Frontier orbital gap ... 0.3033 hartree
SMILES ... c1nc2c(s1)SCO2
Max |F| ... 5.26 eV Å⁻¹
Relative energy (zero: lowest compared OMol25 entry of this formula, charge and spin) ... 33.80 kcal per mole
LUMO ... 0.68 eV

Element x y z (Å)
C -2.11758 -1.02815 -0.09436
C 0.00502 -0.56234 -0.07279
C -0.52146 0.76714 -0.03260
C 1.94594 0.55417 0.09336
N -0.94740 -1.54522 -0.04895
O 1.31153 -0.64749 -0.12780
S -2.22570 0.67585 -0.03994
S 0.73289 1.93465 -0.09971
H -2.92733 -1.69433 -0.10601
H 2.14175 0.76119 1.19569
H 2.60234 0.78454 -0.66690

Results of the Löwdin charge analysis, in e, for atoms 1 through 6: atom 1 (C): -0.499, atom 2 (C): -0.461, atom 3 (C): -0.845, atom 4 (C): -0.389, atom 5 (N): 0.066, atom 6 (O): -0.024

=====

Here is the molecule C4H3NS from the OMol25 dataset. Energies are from the ωB97M-V functional and the def2-TZVPD basis.

Summary:
Highest occupied orbital energy ... -8.8503 eV
Frontier orbital gap ... 0.2890 hartree
SMILES ... N#CCC=C=S
Max |F| ... 5.33 eV Å⁻¹
Relative energy (zero: lowest compared OMol25 entry of this formula, charge and spin) ... 43.27 kcal per mole
LUMO ... -0.99 eV

Element x y z (Å)
C 1.80546 -0.38536 0.61619
C -0.70633 -0.20176 -0.35731
C -1.72900 0.12063 -1.22546
C 0.54476 0.25939 0.71618
N 2.78210 -0.94388 0.60991
S -2.55409 0.85933 -2.34092
H -0.87032 -1.27022 -0.31440
H 0.58965 1.30529 0.49842
H 0.13777 0.25658 1.79738

Results of the Löwdin charge analysis, in e, for atoms 1 through 6: atom 1 (C): -0.270, atom 2 (C): -0.113, atom 3 (C): -0.691, atom 4 (C): -0.126, atom 5 (N): 0.165, atom 6 (S): 0.736

=====

Here is the molecule C4H3NS from the OMol25 dataset. Energies are from the ωB97M-V functional and the def2-TZVPD basis.

Summary:
Highest occupied orbital energy ... -9.1560 eV
Frontier orbital gap ... 0.2851 hartree
SMILES ... N#C/C=C\C=S
Max |F| ... 2.88 eV Å⁻¹
Relative energy (zero: lowest compared OMol25 entry of this formula, charge and spin) ... 22.34 kcal per mole
LUMO ... -1.40 eV

Element x y z (Å)
C 1.17596 0.74677 0.35980
C -0.06186 1.54172 -0.04184
C -1.34768 1.05215 -0.18512
C -1.60305 -0.38771 0.16563
H 1.84117 1.32217 1.04840
H 0.23485 2.68869 -0.20382
H -2.07558 1.69674 -0.75412
N -1.78031 -1.53578 0.13832
S 1.46759 -0.79217 -0.17809

Results of the Löwdin charge analysis, in e, for atoms 1 through 6: atom 1 (C): -0.626, atom 2 (C): -0.185, atom 3 (C): -0.093, atom 4 (C): -0.254, atom 5 (H): 0.057, atom 6 (H): 0.144

=====

Here is the molecule C4H3NS2 from the OMol25 dataset. Energies are from the ωB97M-V functional and the def2-TZVPD basis.

Summary:
Highest occupied orbital energy ... -8.5944 eV
Frontier orbital gap ... 0.2874 hartree
SMILES ... S=C=C/C=N\C=S
Max |F| ... 3.90 eV Å⁻¹
Relative energy (zero: lowest compared OMol25 entry of this formula, charge and spin) ... 41.05 kcal per mole
LUMO ... -0.77 eV

Element x y z (Å)
C -1.21429 0.17677 0.68286
C -0.62651 -0.84599 -0.17487
C 1.75169 -0.38240 -0.59117
C -1.06567 1.43048 0.49912
N 0.50358 -0.93946 -0.69237
S -1.13838 2.94128 0.24528
S 2.86033 -1.06932 0.37948
H -1.75528 -0.14976 1.45662
H -1.31840 -1.49952 -0.48912
H 2.00293 0.33790 -1.31583

Results of the Löwdin charge analysis, in e, for atoms 1 through 6: atom 1 (C): -0.138, atom 2 (C): -0.139, atom 3 (C): -0.720, atom 4 (C): -0.682, atom 5 (N): 0.022, atom 6 (S): 0.834

=====

Here is the molecule C4H3NS2 from the OMol25 dataset. Energies are from the ωB97M-V functional and the def2-TZVPD basis.

Summary:
Highest occupied orbital energy (spin up / spin down) ... -8.7526 / -8.0237 eV
Frontier orbital gap (spin up / spin down) ... 0.2468 / 0.2518 hartree
Max |F| ... 3.76 eV Å⁻¹
Relative energy (zero: lowest compared OMol25 entry of this formula, charge and spin) ... 56.63 kcal per mole
LUMO (spin up / spin down) ... -2.04 / -1.17 eV

Element x y z (Å)
C -1.46852 0.94432 -0.11753
C -1.29780 -0.38937 -0.04530
C -0.19237 1.53568 -0.13866
C 0.78055 0.46865 0.01713
N 0.06372 -0.67320 0.06365
S 3.41069 -1.20010 -0.10293
S 2.60426 0.60802 0.03253
H -2.50287 1.31257 -0.14583
H -1.98248 -1.10788 0.10709
H 0.58482 -1.49868 0.32986

Results of the Löwdin charge analysis, in e, for atoms 1 through 6: atom 1 (C): -0.141, atom 2 (C): -0.121, atom 3 (C): 0.085, atom 4 (C): -0.635, atom 5 (N): 0.002, atom 6 (S): 0.091

=====

Here is a structure of composition C4H3NaO from the OMol25 dataset. Energies are from the ωB97M-V functional and the def2-TZVPD basis.

Summary:
Highest occupied orbital energy ... -6.9409 eV
Frontier orbital gap ... 0.2191 hartree
Max |F| ... 4.32 eV Å⁻¹
Relative energy (zero: lowest compared OMol25 entry of this formula, charge and spin) ... 0.00 kcal per mole
LUMO ... -0.98 eV

Element x y z (Å)
C 2.00506 -0.73467 -0.35046
C 0.87429 -0.07649 -0.10608
C -0.17278 0.56691 0.23378
C -1.30229 1.15253 0.70000
H 2.97270 -0.22830 -0.30299
H 2.01579 -1.82269 -0.45118
H -2.07756 1.97693 0.05385
O -2.46038 0.64283 0.31533
Na -1.85482 -1.47705 -0.09227

Results of the Löwdin charge analysis, in e, for atoms 1 through 6: atom 1 (C): -0.065, atom 2 (C): -0.201, atom 3 (C): -0.118, atom 4 (C): -0.345, atom 5 (H): 0.042, atom 6 (H): 0.029

=====

| no. | calculated total energy (hartree) |
| --- | --- |
| 1 | -1306.337680 |
| 2 | -682.234698 |
| 3 | -682.218593 |
| 4 | -1080.535389 |
| 5 | -607.039041 |
| 6 | -607.072383 |
| 7 | -1005.240386 |
| 8 | -1005.215553 |
| 9 | -391.544922 |